DFT (wB97M-V/def2-TZVPD) results for FeI as an isolated structure at a distorted geometry.

Values from the calculation:
lowest unoccupied orbital energy (alpha / beta): -0.2852 / -0.2878 Eh
gap between HOMO and LUMO (alpha / beta): 6.84 / 6.68 eV
2S+1: 5
ΔE to the lowest compared entry with this formula, charge and spin: 0.400 eV
HOMO energy (alpha / beta): -14.596 / -14.513 eV
charge: +1

Each line ends with the Löwdin charge.
Atoms and positions in Å:
Fe 0.06975 -1.22685 -0.52237  0.8119
I -0.06975 1.22685 0.52237  0.1881